ORCA calculation (wB97M-V/def2-TZVPD) on 7 unconnected molecules or ions with the total composition C39H49NO12 in a non-equilibrium geometry.

Values from the calculation:
Orbital gap: 0.0838 Ha
HOMO energy: -0.252 Ha
Multiplicity: 1
Electronic energy: -2472.804888 a.u.
Energy above the lowest of the compared OMol25 structures with the same formula, charge and spin: 107.9 kcal per mole

XYZ file:
```
101
Properties=species:S:1:pos:R:3:forces:R:3
C -3.728 -0.841 -4.013 -0.16 0.39 0.54
C -2.380 -0.100 -3.664 0.62 -0.15 -0.05
C -1.940 0.666 -4.901 0.84 0.03 -1.01
C -2.790 1.791 -5.422 -1.05 -0.55 -0.44
C -3.012 2.919 -4.423 0.10 -1.69 -1.16
C -3.081 2.369 -2.956 -0.28 3.18 1.93
N -2.515 0.965 -2.579 -2.58 -2.29 6.07
O -2.584 0.578 -1.276 0.92 2.82 -8.32
C -4.559 2.279 -2.506 -0.20 -1.29 0.38
C -2.335 3.488 -2.141 0.44 -0.88 0.60
C -1.289 -1.133 -3.194 -1.46 0.82 0.29
H -4.561 -0.254 -4.399 0.35 0.56 0.04
H -4.162 -1.391 -3.178 0.47 -0.15 0.11
H -3.485 -1.514 -4.836 0.25 -0.19 0.25
H -1.896 -0.123 -5.652 0.21 0.10 -0.22
H -0.953 1.128 -4.882 0.49 -0.63 0.78
H -3.755 1.380 -5.718 -0.18 0.04 -0.10
H -2.339 2.166 -6.340 0.01 0.03 0.04
H -3.956 3.348 -4.761 -0.32 0.07 0.89
H -2.314 3.719 -4.671 0.53 -0.21 1.05
H -5.232 3.125 -2.643 0.70 0.32 -0.70
H -4.644 2.099 -1.434 0.34 -0.31 -0.01
H -4.932 1.412 -3.052 -0.72 0.11 0.18
H -1.287 3.201 -2.230 0.34 1.00 -0.52
H -2.403 3.635 -1.063 -0.83 -1.13 0.30
H -2.674 4.461 -2.497 0.57 -0.15 -0.68
H -0.530 -0.511 -2.720 0.44 -0.66 0.01
H -0.929 -1.776 -3.997 0.10 0.57 -0.27
H -1.764 -1.818 -2.492 0.31 0.23 0.40
O 0.155 -0.324 1.037 -0.93 0.63 -0.75
H -0.800 -0.388 0.841 0.52 0.02 0.10
C 0.735 -5.906 -0.907 -0.23 -1.41 1.79
C 0.137 -4.696 -1.155 -1.47 1.82 1.85
C -0.431 -3.918 -0.049 1.33 -1.44 -0.90
C -0.347 -4.370 1.245 0.04 -1.33 -0.08
C 0.250 -5.613 1.487 0.21 -0.26 -1.03
C 0.734 -6.410 0.436 -0.29 1.36 0.46
O 1.168 -7.686 0.805 0.22 0.47 -1.04
O -1.025 -2.703 -0.212 -0.65 0.11 -1.41
H 1.144 -6.563 -1.660 -0.04 0.17 -0.29
H -0.044 -4.286 -2.138 0.39 -0.08 -0.21
H -0.896 -3.848 2.015 0.40 0.26 0.18
H 0.351 -6.027 2.480 -0.26 0.07 0.19
H 1.876 -7.552 1.439 0.10 -0.17 0.14
H -0.470 -2.041 0.206 0.43 0.53 0.37
C -3.201 3.961 2.163 0.71 -0.15 0.52
C -2.008 3.416 2.626 0.38 -3.20 1.05
C -1.879 1.994 2.708 -2.07 -0.15 -2.97
C -2.865 1.126 2.035 0.35 2.73 0.82
C -3.942 1.721 1.386 0.59 1.92 0.94
C -4.141 3.175 1.542 1.05 -3.01 -0.17
O -5.272 3.707 1.047 -0.73 0.42 -0.48
O -0.779 1.364 3.115 0.78 1.01 1.53
H -3.348 4.997 2.430 -0.39 0.33 -0.55
H -1.169 3.938 3.061 -0.19 0.55 -0.04
H -2.734 0.057 2.111 0.06 -0.11 -0.21
H -4.621 1.122 0.798 -0.36 0.11 0.13
H -5.134 4.653 1.135 -0.49 0.32 -0.14
H -0.440 0.818 2.402 0.41 -0.80 -0.48
C 4.469 -1.141 -1.170 -2.15 -0.03 1.60
C 5.548 -1.998 -0.857 -0.87 2.79 -3.44
C 5.488 -2.908 0.096 -0.39 -2.12 1.27
C 4.313 -3.119 0.822 -1.93 1.81 0.13
C 3.143 -2.342 0.537 2.53 0.86 -1.41
C 3.257 -1.238 -0.430 0.18 -2.73 1.54
O 2.186 -0.448 -0.661 1.66 0.84 -2.21
O 6.496 -3.799 0.292 0.57 -1.09 1.29
H 4.401 -0.399 -1.952 0.73 -0.02 -0.24
H 6.336 -2.012 -1.596 0.54 0.12 0.23
H 4.313 -3.725 1.716 -0.04 -0.59 -0.27
H 2.187 -2.548 0.994 0.08 0.06 0.29
H 1.411 -0.413 -0.094 -0.61 -0.75 1.33
H 7.204 -3.863 -0.352 -0.38 0.67 -0.30
C 2.405 -1.051 3.302 1.42 0.03 0.08
C 3.665 -1.333 3.788 -0.55 1.62 -2.06
C 3.837 -2.187 4.786 0.66 -1.72 3.98
C 2.726 -2.813 5.441 -0.63 0.99 -2.44
C 1.416 -2.592 4.834 2.44 -1.10 2.01
C 1.305 -1.757 3.763 2.46 0.78 0.09
O 0.217 -1.629 3.095 -3.39 -1.07 0.60
O 5.134 -2.326 5.355 -1.09 -0.98 0.12
H 2.389 -0.330 2.498 -0.60 -0.09 -0.18
H 4.521 -0.897 3.294 0.16 0.24 0.07
H 2.921 -3.493 6.258 -0.24 0.08 0.11
H 0.494 -3.042 5.173 0.14 -0.32 0.31
H 0.378 -1.030 2.363 -0.44 0.70 -1.51
H 5.751 -1.641 5.087 -0.42 0.17 -0.35
C 2.683 3.749 1.819 -0.49 -1.97 -0.95
C 2.015 2.729 1.121 -0.71 1.16 0.12
C 0.929 3.047 0.253 0.94 0.08 2.37
C 0.692 4.400 0.002 -0.33 -0.16 -0.25
C 1.452 5.447 0.592 -3.03 -2.84 -2.47
C 2.342 5.038 1.502 2.80 4.46 0.67
O 3.143 6.135 1.953 1.13 -1.70 1.65
O 0.041 2.064 -0.020 -0.80 1.95 -2.24
H 3.446 3.422 2.510 0.12 0.62 0.12
H 2.193 1.685 1.332 0.18 -0.04 0.08
H -0.157 4.643 -0.620 -0.10 0.13 -0.17
H 1.224 6.434 0.217 0.42 0.26 0.56
H 2.971 7.039 1.681 -0.85 -0.55 -0.49
H 0.142 1.253 0.485 0.73 -1.22 0.65
```
Positions in Å, forces in eV/Å.